A molecular structure, C7H9N4Se. Source: OMol25; level of theory: wB97M-V/def2-TZVPD.

Structure (XYZ):
```
21
Properties=species:S:1:pos:R:3:forces:R:3
C 0.552 -0.955 0.305 -2.392 -2.859 0.493
C -1.669 1.930 0.200 0.255 0.267 2.065
C -0.650 -0.130 0.489 0.663 -0.277 0.334
C -1.761 0.646 0.880 0.464 1.279 -3.175
C -0.483 2.408 -0.341 0.780 2.339 -1.283
C 0.440 0.355 -0.128 0.410 2.979 0.040
C 2.544 -4.436 -0.449 1.159 -1.746 -0.502
N 0.777 -2.188 0.282 0.669 0.548 0.679
N 0.658 1.662 -0.442 1.445 -0.434 -0.944
N -2.939 0.320 1.358 -0.449 -1.503 1.556
N -0.244 3.636 -0.956 1.100 -0.528 -0.015
Se 2.491 -2.533 -0.177 0.882 -0.698 -0.267
H -2.413 2.670 0.507 0.037 -0.093 -0.746
H 2.783 -5.167 0.403 -0.645 1.630 -0.753
H 1.762 -4.919 -1.105 0.761 1.005 0.647
H 3.511 -4.368 -1.029 -0.922 -0.646 0.248
H 1.521 2.148 -0.902 -1.997 -1.960 1.223
H -3.569 1.062 1.435 -1.129 1.292 -0.001
H -3.276 -0.471 1.916 1.144 0.039 -0.596
H -0.749 4.496 -0.936 -0.982 -0.139 0.496
H 0.715 3.833 -1.307 -1.253 -0.495 0.503
```
Forces are in eV/Å.

Summary:
net charge = +1
F_max = 3.8 eV Å⁻¹
LUMO (alpha / beta) = -4.3750 / -4.3748 eV
energy above the lowest of the compared OMol25 structures with the same formula, charge and spin = 85.4 kcal per mole
gap between HOMO and LUMO (alpha / beta) = 6.4 / 6.4 eV
E_tot = -2892.20051 Eh

A molecular structure, C5H10O. Source: OMol25; level of theory: wB97M-V/def2-TZVPD.

Structure (XYZ):
```
16
Properties=species:S:1:pos:R:3:forces:R:3
C -0.942 1.714 0.300 -0.102 0.101 0.031
C 0.243 0.872 -0.192 -0.020 0.001 -0.048
C 0.171 -0.375 0.650 0.243 0.153 0.131
C 1.207 -0.505 1.565 -0.038 0.037 0.143
C -0.651 -1.800 -1.688 0.253 -0.016 -0.138
O 0.436 -1.680 -2.200 -0.481 -0.120 0.120
H -0.839 1.923 1.371 -0.041 0.026 -0.157
H -1.876 1.159 0.166 0.114 0.125 0.010
H -1.017 2.667 -0.230 0.055 -0.124 0.039
H 1.181 1.445 -0.086 -0.127 -0.124 0.059
H 0.123 0.642 -1.256 0.011 0.053 0.197
H 2.030 0.221 1.669 -0.182 -0.051 -0.008
H 1.198 -1.307 2.307 0.017 0.034 -0.198
H 1.117 -1.251 0.522 0.095 -0.082 -0.123
H -1.404 -0.989 -1.702 0.108 -0.086 -0.013
H -0.975 -2.736 -1.196 0.096 0.073 -0.048
```
Forces are in eV/Å.

Summary:
F_max = 0.5 eV Å⁻¹
LUMO = 0.9229 eV
energy above the lowest of the compared OMol25 structures with the same formula, charge and spin = 111.3 kcal per mole
gap between HOMO and LUMO = 9.4 eV
E_tot = -271.57527 Eh

2 unconnected molecules or ions with the total composition C2HBrCl3NO2. Source: OMol25; level of theory: wB97M-V/def2-TZVPD.

Structure (XYZ):
```
10
Properties=species:S:1:pos:R:3:forces:R:3
C 0.200 -0.393 0.203 4.453 1.063 3.891
C -1.165 0.292 0.346 1.919 -0.019 -1.464
N 1.188 0.032 -0.903 -2.994 4.311 0.051
O 1.875 -0.718 -1.462 1.809 -2.642 -0.676
O 1.086 1.229 -1.209 0.113 -0.938 0.828
Cl -1.004 1.984 0.870 -0.420 -0.557 -0.210
Cl -1.693 0.140 -1.356 -1.161 0.272 0.012
Cl -2.045 -0.674 1.440 -1.381 0.087 0.757
Br 0.414 -2.254 0.472 -0.319 0.035 -0.213
H 1.144 0.361 1.599 -2.020 -1.610 -2.975
```
Forces are in eV/Å.

Summary:
F_max = 6.0 eV Å⁻¹
LUMO = -1.5123 eV
energy above the lowest of the compared OMol25 structures with the same formula, charge and spin = 76.2 kcal per mole
gap between HOMO and LUMO = 8.9 eV
E_tot = -4236.38948 Eh

A molecular structure, C31H22N3O4ReS. Source: OMol25; level of theory: wB97M-V/def2-TZVPD.

Structure (XYZ):
```
62
Properties=species:S:1:pos:R:3:forces:R:3
Re 0.121 0.239 0.489 -0.197 -0.361 -0.183
O -0.339 -3.069 -1.643 0.029 0.032 -0.009
C 0.108 -2.105 -1.118 0.019 -0.004 0.015
O -0.589 -1.348 -0.219 -0.099 -0.237 -0.017
C 1.484 -1.551 -1.326 0.014 0.005 -0.003
C 2.395 -2.140 -2.200 0.009 0.034 0.010
C 3.624 -1.554 -2.336 -0.032 -0.013 0.008
C 3.933 -0.388 -1.607 -0.045 0.034 0.038
C 5.183 0.265 -1.724 -0.004 0.007 0.011
C 5.441 1.398 -1.011 0.021 -0.020 -0.018
C 4.462 1.932 -0.145 -0.041 -0.006 0.011
C 3.246 1.329 -0.003 0.034 0.035 -0.013
C 2.959 0.153 -0.732 0.051 0.051 -0.012
N 1.741 -0.459 -0.618 -0.011 -0.291 -0.027
H 2.099 -3.031 -2.733 -0.003 -0.007 -0.002
H 4.368 -1.973 -3.001 0.004 -0.008 -0.012
H 5.925 -0.153 -2.392 0.011 -0.001 -0.007
H 6.397 1.894 -1.105 0.010 0.004 -0.002
H 4.680 2.829 0.417 0.003 0.007 -0.002
H 2.512 1.746 0.675 0.018 -0.024 -0.021
S 1.139 -0.423 2.327 0.206 0.499 0.277
C 0.441 0.032 3.903 0.079 -0.277 -0.125
C 1.030 -0.594 5.000 0.038 0.002 0.005
C 0.579 -0.317 6.279 -0.019 0.014 0.006
C -0.450 0.595 6.466 0.026 -0.015 -0.021
C -1.026 1.224 5.371 -0.016 0.018 -0.040
C -0.589 0.945 4.085 -0.109 0.020 0.055
H 1.840 -1.297 4.848 0.004 -0.003 -0.010
H 1.034 -0.809 7.127 0.000 -0.002 0.003
H -0.802 0.818 7.464 0.000 -0.001 0.003
H -1.824 1.940 5.517 -0.010 0.002 0.004
H -1.048 1.445 3.247 0.008 -0.009 -0.060
O -0.913 1.957 1.060 -0.207 0.183 0.071
C -1.130 2.308 -0.169 0.140 0.078 0.195
N -1.848 3.269 -0.688 0.034 0.000 -0.031
C -1.717 3.234 -2.167 -0.015 -0.012 0.056
C -0.784 1.989 -2.332 0.027 -0.022 -0.110
O -0.397 1.500 -3.353 0.020 0.045 0.025
N -0.477 1.541 -1.053 0.004 0.228 -0.010
C -3.087 3.050 -2.817 -0.003 -0.016 -0.036
C -3.264 2.244 -3.934 0.004 -0.011 0.023
C -4.515 2.148 -4.528 -0.010 0.008 0.006
C -5.592 2.853 -4.018 0.006 -0.012 -0.011
C -5.415 3.670 -2.910 -0.008 0.000 -0.002
C -4.169 3.771 -2.317 0.007 0.000 -0.022
C -1.029 4.498 -2.684 0.011 0.002 -0.047
C -1.142 5.698 -1.991 0.037 -0.007 0.016
C -0.577 6.857 -2.501 0.001 0.013 0.002
C 0.102 6.827 -3.708 0.008 -0.003 -0.011
C 0.209 5.633 -4.406 0.002 0.009 0.008
C -0.356 4.473 -3.901 -0.066 0.015 -0.002
H -2.436 3.888 -0.157 0.000 0.006 -0.001
H -2.433 1.692 -4.349 0.006 0.000 0.001
H -4.643 1.513 -5.395 -0.005 -0.004 -0.007
H -6.565 2.773 -4.483 -0.010 0.001 -0.003
H -6.247 4.234 -2.510 -0.005 0.004 0.003
H -4.054 4.439 -1.472 0.011 0.014 0.012
H -1.669 5.755 -1.048 0.001 -0.003 0.015
H -0.672 7.785 -1.952 -0.002 0.004 0.004
H 0.543 7.731 -4.106 0.002 0.009 -0.003
H 0.731 5.603 -5.353 0.003 0.000 -0.003
H -0.279 3.551 -4.460 0.004 -0.015 -0.002
```
Forces are in eV/Å.

Summary:
multiplicity = 2
net charge = +1
F_max = 0.6 eV Å⁻¹
LUMO (alpha / beta) = -4.7332 / -4.5012 eV
energy above the lowest of the compared OMol25 structures with the same formula, charge and spin = 0.0 kcal per mole
gap between HOMO and LUMO (alpha / beta) = 6.7 / 6.9 eV
E_tot = -2136.08374 Eh
⟨S²⟩ = 0.769